140
Properties=species:S:1:pos:R:3:forces:R:3 method="wB97M-V/def2-TZVPD" lumo_energy_ev=-0.1 relative_energy_kcal_mol=70.4 smiles="COCCNCCOC.COCCNCCOC.COCCNCCOC.COCCNCCOC.NC(N)=O.NC(N)=O.NC(N)=O.NC(N)=O.O.O.O.O"
C -4.40753 -0.07689 -2.88802 0.252 2.074 -0.192
O -5.38474 0.95753 -2.66066 -0.551 -0.614 0.422
C -6.35267 0.64129 -1.65651 0.209 0.201 0.328
C -7.21898 1.82418 -1.16036 1.243 -0.464 -0.430
N -6.44570 2.81520 -0.32666 -1.748 -2.021 -0.272
C -5.31539 3.38527 -0.98361 1.207 1.331 0.358
C -4.56358 4.36391 -0.04040 0.133 -0.675 -0.568
O -5.30063 5.53932 0.09570 -0.543 0.467 -0.082
C -4.65783 6.62084 0.74339 -0.889 0.126 -0.554
H -3.85286 0.42343 -3.68181 0.330 -0.659 -0.238
H -4.74046 -1.06387 -3.20916 -0.493 0.098 0.156
H -3.72914 -0.12119 -2.03600 -0.077 -0.404 0.245
H -5.87745 0.28745 -0.74159 0.485 -0.302 0.074
H -6.94147 -0.18318 -2.05857 -0.520 0.033 0.176
H -7.98586 1.35962 -0.54053 0.018 0.115 0.198
H -7.74263 2.24597 -2.01825 0.072 0.480 -0.188
H -7.14890 3.51785 -0.14811 0.308 0.493 0.354
H -5.63130 3.91367 -1.88311 0.261 0.325 -0.302
H -4.57849 2.64715 -1.30022 -0.318 -0.231 0.172
H -3.56220 4.56024 -0.42354 0.147 0.281 -0.557
H -4.34692 3.89249 0.91820 -0.437 -0.241 0.399
H -4.61831 6.45234 1.81955 0.673 -0.051 0.047
H -5.29163 7.49511 0.59491 -0.269 -0.081 0.048
H -3.74107 6.89507 0.22142 0.534 -0.352 0.466
C 4.87313 12.47688 0.86541 0.727 -0.196 1.020
O 4.44037 11.16301 1.08021 0.227 -1.814 -0.299
C 5.52662 10.17413 1.27490 -1.297 0.176 -0.556
C 4.94895 8.74578 1.08394 -0.297 2.339 -1.140
N 4.06404 8.44960 2.17015 -1.271 -1.003 0.625
C 3.34164 7.17275 1.90561 1.550 -0.154 0.594
C 2.86135 6.50310 3.17937 -1.259 0.360 -0.087
O 2.65374 5.10031 3.00014 0.924 -0.326 -0.077
C 3.84209 4.29859 2.78723 -0.633 -0.166 0.645
H 4.02504 13.16072 0.89995 -0.047 -0.229 -0.313
H 5.47922 12.58348 -0.03425 -0.178 0.063 -0.310
H 5.51204 12.72403 1.71325 0.274 0.507 0.096
H 5.90027 10.31541 2.28906 0.329 -0.054 -0.045
H 6.28293 10.30115 0.50033 0.228 0.381 0.118
H 5.72389 8.05347 0.75485 -0.054 -0.309 0.725
H 4.22141 8.86454 0.28101 0.735 -0.061 -1.284
H 3.36444 9.13645 1.92743 -0.318 0.577 1.109
H 4.11920 6.56043 1.44890 -0.285 -0.450 -0.099
H 2.49847 7.23590 1.21774 0.080 0.262 -0.268
H 1.88221 6.91561 3.42273 -0.615 -0.328 -0.447
H 3.32122 6.87878 4.09341 1.404 -0.831 -0.031
H 4.37811 4.45450 1.85102 0.086 0.704 0.123
H 3.58332 3.24182 2.72099 -0.739 0.081 0.069
H 4.47021 4.33582 3.67727 0.416 0.436 -0.177
C -3.00059 -4.26368 2.43050 -0.922 0.205 0.547
O -2.94265 -4.04105 3.82271 0.091 -0.205 0.749
C -1.83718 -4.73655 4.38760 0.120 -0.049 0.411
C -1.67789 -4.43191 5.92202 -0.508 -1.737 -2.436
N -1.32910 -3.05467 6.00563 -0.297 0.711 1.963
C -1.46399 -2.70076 7.45727 1.134 1.538 -0.752
C -1.44973 -1.17094 7.77722 -1.184 -2.487 -0.206
O -0.24728 -0.63624 7.37962 0.291 0.662 -0.088
C -0.06528 0.70155 7.77388 1.251 0.327 0.109
H -2.16427 -3.71793 1.99367 -0.123 -0.301 -0.673
H -3.98990 -3.94058 2.10652 0.248 0.755 -0.150
H -3.07375 -5.32432 2.19006 0.846 -0.302 -0.007
H -0.91629 -4.41127 3.90361 0.286 0.363 -0.052
H -1.92293 -5.77571 4.07000 -0.133 -0.449 0.697
H -0.93357 -5.12110 6.32089 0.301 0.186 0.057
H -2.60633 -4.63821 6.45453 -0.342 -0.258 -0.037
H -2.07671 -2.63911 5.46850 -0.115 0.814 -0.006
H -0.56209 -3.08714 7.93202 0.030 -0.192 0.125
H -2.31066 -3.15826 7.96908 -0.367 -0.047 -0.208
H -1.64380 -1.15284 8.84965 0.292 0.489 0.372
H -2.30873 -0.69934 7.29990 -0.151 0.344 -0.240
H 0.85223 1.00493 7.26967 -0.171 0.314 -0.196
H 0.16956 0.82457 8.83114 -0.224 -0.375 0.370
H -0.87135 1.40419 7.56260 -0.326 -0.251 -0.407
C -2.74168 -9.34801 -8.56265 0.398 0.412 -0.116
O -2.13302 -8.47718 -7.58201 -1.082 -0.700 -0.170
C -1.90048 -9.08764 -6.30214 -0.098 -0.898 -1.322
C -1.02389 -8.24187 -5.45772 0.965 -0.262 0.541
N 0.36585 -8.12608 -5.87116 -0.286 0.821 -1.388
C 0.58950 -7.48092 -7.20125 0.354 0.566 1.638
C -0.01416 -6.06517 -7.23464 1.243 0.199 0.142
O 0.53149 -5.09553 -6.27231 -1.399 -2.062 -0.370
C 1.75214 -4.55443 -6.69645 -0.804 0.800 -0.229
H -2.95168 -8.77980 -9.46882 -0.136 0.463 0.324
H -3.66405 -9.84196 -8.25708 -0.078 0.223 0.458
H -2.08184 -10.12769 -8.94318 0.493 -0.218 0.520
H -1.42114 -10.04522 -6.50555 0.384 -0.287 0.077
H -2.78317 -9.36619 -5.72649 -0.687 0.371 -0.290
H -0.85046 -8.81015 -4.54390 -0.942 0.307 0.589
H -1.49004 -7.27273 -5.28001 0.180 0.009 0.254
H 0.73075 -9.06746 -5.84345 0.387 0.003 -0.288
H 0.15281 -7.96801 -8.07312 0.083 -0.383 0.073
H 1.67587 -7.42959 -7.27383 0.044 0.029 -0.426
H -1.09540 -6.18962 -7.17502 0.062 0.623 0.432
H 0.22862 -5.69068 -8.22907 -0.227 0.198 -0.250
H 2.37466 -5.26037 -7.24619 0.338 -0.070 0.429
H 2.18394 -4.08733 -5.81130 0.539 -0.358 -0.153
H 1.49782 -3.73850 -7.37297 0.328 0.254 -0.380
N 6.68224 1.11178 -1.84444 -1.771 1.428 -1.797
C 7.17969 0.23496 -1.00023 3.602 1.333 -0.122
N 6.28078 -0.38614 -0.31841 -3.086 -3.026 2.569
O 8.35710 0.10008 -0.74426 1.559 -0.233 -0.249
H 7.21079 1.62330 -2.53660 -0.198 -0.346 0.318
H 5.68387 0.96445 -1.88505 0.141 1.053 -1.071
H 5.31409 -0.43194 -0.60741 0.195 -0.248 0.242
H 6.67949 -1.14315 0.21831 -0.515 0.039 0.115
N 0.25149 1.24730 -0.18156 -0.847 4.585 -0.219
C 0.68900 0.05397 -0.45566 0.450 -0.715 0.051
N 0.15384 -0.79706 0.38276 -0.616 -3.042 1.568
O 1.47461 -0.26604 -1.30480 1.319 -0.230 -1.896
H -0.12097 1.44413 0.73639 0.070 0.293 -0.519
H 0.46298 1.99653 -0.82501 0.031 0.039 0.441
H 0.51954 -1.72992 0.25571 -0.589 -0.083 0.680
H -0.55471 -0.49448 1.03583 0.214 -0.813 -0.106
N -0.69340 4.86780 -6.06241 -2.063 2.951 -2.520
C -0.02114 4.32785 -5.07993 1.396 0.107 1.859
N 0.20293 3.06624 -5.38006 0.715 -3.880 -0.579
O 0.38552 4.88224 -4.08118 -0.182 0.528 0.728
H -0.74881 4.38438 -6.94747 -0.152 0.507 0.214
H -0.79955 5.87220 -6.05806 0.025 -0.233 -0.137
H 0.47067 2.35700 -4.71269 0.073 0.460 -0.051
H -0.17895 2.75074 -6.26024 0.191 -0.482 0.530
N 3.33984 -3.63649 4.72117 -2.467 -2.073 -1.797
C 4.50682 -3.25032 5.25048 -1.061 -1.283 -2.655
N 4.21557 -2.35811 6.15264 1.742 3.216 3.651
O 5.55177 -3.62849 4.77188 1.278 0.272 0.690
H 3.34892 -4.36739 4.02418 0.083 0.086 0.237
H 2.45599 -3.48420 5.18564 0.226 -0.054 -0.165
H 4.99206 -1.79521 6.46933 -0.315 -0.027 0.301
H 3.28027 -2.07988 6.41323 0.421 -0.125 -0.276
O 2.72557 -7.49957 0.84503 -0.125 -0.127 0.220
H 3.64774 -7.59903 0.60847 0.242 -0.021 -0.021
H 2.34992 -6.98087 0.13365 -0.137 0.218 -0.233
O -1.75794 0.86069 4.30569 -0.255 -0.012 -0.272
H -1.54980 0.42289 5.13106 0.137 -0.250 0.256
H -1.04312 1.48434 4.17791 0.178 0.202 0.002
O -6.00382 0.42305 3.29425 -0.177 -0.159 0.161
H -5.05084 0.41512 3.38362 0.293 0.009 0.074
H -6.16241 0.85105 2.45288 -0.078 0.223 -0.283
O 1.66883 -5.34678 -2.50138 0.110 -0.039 0.388
H 1.54337 -4.63988 -3.13446 -0.083 0.189 -0.161
H 1.62182 -6.14767 -3.02351 -0.080 -0.227 -0.258